{
  "formula": "C2H4NP",
  "method": "ωB97M-V with the def2-TZVPD basis set",
  "e_above_lowest_ev": 4.834,
  "largest_force_ha_per_bohr": 0.037,
  "lumo_ev": [-0.54, -0.54],
  "e_tot_ha": -474.49604,
  "spin_multiplicity": 1,
  "symbols": ["P", "C", "H", "N", "H", "H", "C", "H"],
  "coordinates": [[0.15598, -0.78359, 1.33001], [-0.67421, 0.47356, -1.07030], [1.19932, 1.60267, -1.39448], [-0.89139, 0.11949, 1.86698], [-1.50068, -0.18175, -0.85441], [-0.17567, -1.47431, 0.20140], [0.31030, 1.11378, -1.27722], [1.57636, -0.86985, 1.19801]]
}